Entry 1:
C15H17NO3 | ωB97M-V/def2-TZVPD

Summary:
Total charge: 0
E_LUMO: -0.9 eV
SMILES string: NCCCC1=CC(=O)c2c(CCO)cccc2C1=O
Orbital gap: 8.5 eV
E_tot: -23462.4948 eV

Geometry as XYZ:
```
36
Properties=species:S:1:pos:R:3:lowdin_charge:R:1
O 3.931 2.620 0.079 -0.0531
O -1.624 -2.254 1.358 0.1378
O 2.852 -0.403 1.142 0.1383
N -1.720 -0.575 -3.000 -0.0020
C 2.209 2.425 1.761 -0.1173
C 1.711 -0.409 0.770 -0.3345
C 0.645 0.447 1.371 -0.0419
C -0.630 -0.117 1.433 -0.0879
C 1.245 -1.299 -0.311 0.0704
C -1.493 1.853 2.464 -0.0486
C -0.480 -2.727 -1.386 -0.1343
C -0.224 2.430 2.394 -0.0134
C 2.549 2.808 0.316 -0.2461
C -2.445 -1.840 -2.817 -0.2680
C 0.870 1.749 1.855 -0.1450
C -1.708 0.565 1.990 0.0024
C -0.836 -1.481 0.882 -0.3100
C 0.012 -1.817 -0.294 -0.1310
C -1.997 -2.725 -1.638 -0.1761
H -0.150 -3.751 -1.229 0.1235
H -0.981 -0.663 -3.677 0.0574
H -2.303 2.425 2.893 0.1056
H -3.497 -1.599 -2.684 0.0969
H 4.060 2.444 -0.855 0.0853
H -2.681 0.107 2.044 0.1187
H -2.283 -3.747 -1.875 0.1070
H 1.959 2.185 -0.359 0.1154
H 2.193 3.311 2.389 0.1129
H -2.565 -2.458 -0.756 0.0917
H 1.913 -1.566 -1.118 0.1332
H 2.247 3.842 0.138 0.1173
H -1.335 -0.217 -2.137 0.0548
H 2.994 1.779 2.134 0.1158
H -0.079 3.434 2.766 0.1124
H 0.012 -2.388 -2.294 0.1073
H -2.371 -2.388 -3.752 0.1051
```

=====

Entry 2:
C42H65HfN3P3SeSiTe | ωB97M-V/def2-TZVPD

Summary:
Total charge: -1
E_LUMO: 2.4 eV
Orbital gap: 6.0 eV
E_tot: -158774.2692 eV

Geometry as XYZ:
```
117
Properties=species:S:1:pos:R:3:lowdin_charge:R:1
Hf -0.736 0.029 0.951 0.2751
Te -3.187 -0.859 0.966 0.1738
Se -0.129 1.128 3.183 -0.0233
P -1.827 -0.049 -2.496 1.0401
P 0.676 -2.212 2.155 0.9999
P 1.834 1.532 -0.073 1.0388
Si 0.624 -1.332 -0.899 0.5103
N -2.904 2.530 0.097 -0.0793
N -1.439 2.395 0.089 -0.1237
N -3.317 2.298 3.019 0.0587
C -0.047 -4.113 -1.357 -0.0942
C 1.380 -2.361 -4.896 -0.0813
C 0.103 -4.864 1.286 -0.0915
C -3.014 2.446 -3.180 -0.1273
C -2.525 5.809 3.729 -0.1066
C 5.275 -0.674 -0.619 -0.0824
C -3.569 6.166 4.567 -0.1319
C -0.018 -2.665 3.845 -0.5380
C 2.918 -1.710 3.791 -0.1231
C 3.283 1.832 2.323 -0.1498
C -1.794 1.582 -3.499 -0.5340
C 1.837 1.603 -2.873 -0.1260
C -4.197 -0.689 -4.236 -0.1131
C -3.346 -2.332 -2.549 -0.1631
C 1.515 -2.119 -3.542 -0.0997
C -4.488 5.201 4.942 -0.1166
C -1.530 1.564 -5.003 -0.1191
C 0.355 -3.541 0.937 -0.3810
C 1.910 2.551 -1.681 -0.5228
C 2.857 2.611 1.085 -0.5569
C 3.151 -3.755 2.317 -0.1030
C 2.515 -1.096 -0.675 -0.3192
C 0.326 -3.159 -0.416 -0.3008
C -1.519 -2.411 3.818 -0.2048
C 2.539 -2.363 2.464 -0.5024
C -0.219 -5.802 0.322 -0.0893
C -0.322 -5.419 -1.005 -0.0844
C 4.407 0.388 -0.446 -0.1028
C 0.207 -2.000 -5.534 -0.0846
C 0.265 -4.009 4.517 -0.1167
C -4.395 3.913 4.456 -0.0487
C 0.520 -1.484 -2.812 -0.3264
C 3.080 3.510 -1.886 -0.1166
C -2.418 4.521 3.249 -0.0475
C -3.364 3.551 3.591 -0.3301
C -0.793 -1.359 -4.826 -0.1154
C 3.029 0.186 -0.444 -0.3895
C 2.033 3.829 1.494 -0.1396
C -3.493 -0.851 -2.890 -0.5556
C 4.773 -1.957 -0.774 -0.0825
C -0.632 -1.058 -3.476 -0.3933
C 3.407 -2.155 -0.813 -0.1334
H 2.761 1.033 -2.964 0.0842
H 0.435 -1.869 4.456 0.0759
H 3.014 -3.157 -0.939 0.1037
H 2.963 -1.742 1.664 0.0685
H 1.193 3.522 2.112 0.0120
H -2.372 1.939 2.917 -0.1053
H -3.252 2.448 -2.119 0.0327
H 1.694 2.162 -3.798 0.0834
H -1.703 -1.100 -5.338 0.0810
H -1.944 -2.589 4.805 0.0762
H 0.140 -3.901 5.596 0.0792
H -2.825 3.472 -3.499 0.0768
H -4.321 -2.815 -2.547 0.0769
H 3.826 0.924 2.066 0.0565
H 4.817 1.380 -0.314 0.0936
H -4.135 -0.398 -2.120 0.0659
H -3.733 -1.294 -5.011 0.0605
H -0.606 -6.137 -1.764 0.0981
H 3.926 2.457 2.942 0.0792
H -0.617 1.023 -5.245 0.0576
H 0.164 -5.180 2.313 0.0780
H 2.723 -2.381 4.626 0.0688
H -1.411 2.592 -5.355 0.0767
H -1.575 4.245 2.636 0.0799
H 2.941 4.024 -2.840 0.0775
H -1.718 -1.373 3.545 -0.0487
H -2.922 -2.440 -1.551 -0.0086
H 2.418 1.558 2.910 -0.0499
H -3.198 2.885 1.010 0.0270
H 2.794 -4.245 1.413 0.0598
H -0.917 2.070 -3.047 0.0597
H -3.895 1.603 3.472 0.0828
H -4.234 0.344 -4.570 0.0398
H -5.281 5.447 5.634 0.0931
H -3.891 2.098 -3.717 0.0566
H -1.167 2.676 -0.858 0.0408
H 4.236 -3.665 2.250 0.0775
H 2.417 -2.436 -3.037 0.0885
H 3.143 4.266 -1.107 0.0583
H 4.023 2.969 -1.936 0.0704
H -3.271 1.551 0.079 -0.0890
H 1.277 -4.363 4.332 0.0443
H -1.042 3.105 0.711 0.0462
H 3.980 -1.460 3.793 0.0782
H 0.075 -2.210 -6.587 0.0980
H -2.700 -2.840 -3.266 0.0661
H 2.921 -4.388 3.172 0.0576
H 1.018 0.892 -2.778 0.0298
H 3.759 2.938 0.551 0.0802
H -2.351 1.116 -5.556 0.0625
H -1.780 6.539 3.449 0.0956
H 2.173 -2.853 -5.445 0.0983
H 2.644 4.510 2.088 0.0785
H -5.113 3.160 4.751 0.1035
H -5.226 -1.033 -4.121 0.0771
H -0.450 -4.761 4.188 0.0649
H 1.650 4.373 0.627 0.0597
H 6.343 -0.501 -0.618 0.0976
H 5.450 -2.794 -0.886 0.1005
H -0.127 -3.819 -2.393 0.0892
H 2.351 -0.793 3.949 0.0394
H -3.656 7.182 4.933 0.0869
H -0.402 -6.830 0.606 0.0958
H -2.018 -3.061 3.100 0.0463
H 0.985 3.147 -1.658 0.0827
```

=====

Entry 3:
C72H57O2P2S5SiSn | ωB97M-V/def2-TZVPD

Summary:
Total charge: +1
E_LUMO: -3.0 eV
Orbital gap: 6.7 eV
E_tot: -166139.6455 eV

Geometry as XYZ:
```
140
Properties=species:S:1:pos:R:3:lowdin_charge:R:1
Sn 1.473 -1.983 -0.248 0.7536
S -0.413 -0.504 -2.162 1.0153
S 0.325 3.058 -0.517 1.0094
S 0.158 -5.130 0.738 0.1707
S 0.179 -4.922 -1.201 0.5157
S 2.498 -1.054 -2.271 0.6018
P -1.395 -1.660 1.103 1.0569
P 3.536 -3.265 0.821 1.0055
Si 1.806 -0.338 1.676 0.5525
O 0.048 2.864 -1.967 -0.5016
O -2.615 -2.162 -2.544 -0.0711
C 4.773 -3.805 -1.568 -0.1284
C -1.727 -1.639 -1.571 -0.5736
C -2.224 -0.906 -0.343 -0.3753
C 3.448 -4.952 1.485 -0.3874
C -3.295 3.478 2.291 -0.1660
C 2.533 8.706 -0.190 -0.0439
C 1.962 7.314 -0.240 -0.2604
C 3.911 -2.281 2.307 -0.3767
C -1.983 3.888 2.639 -0.0364
C -5.889 2.757 1.585 -0.0517
C 1.981 5.015 0.507 -0.0856
C 0.924 6.996 -1.117 -0.0199
C -2.468 2.901 0.028 -0.1552
C -1.087 -0.296 2.291 -0.3395
C 1.458 -1.756 -5.464 -0.0340
C -4.211 1.031 -3.787 -0.0164
C 0.965 -0.965 -4.512 -0.1398
C -1.211 3.270 0.437 -0.2631
C 6.939 -2.124 -1.138 -0.0618
C 3.088 -1.227 2.752 -0.2666
C -3.555 3.627 -2.103 -0.0805
C 0.626 -2.976 -3.065 -0.4352
C 5.989 -2.289 -0.138 -0.0723
C 5.731 -3.648 -2.554 -0.0609
C -4.246 2.304 -4.174 -0.0200
C -2.666 -2.653 1.945 -0.3730
C -2.769 2.483 -1.416 -0.1214
C -4.194 3.518 -3.347 -0.1510
C -4.343 3.535 3.242 -0.0400
C -2.143 0.206 3.055 -0.0703
C 6.814 -2.805 -2.339 -0.0605
C -3.998 0.475 -2.445 -0.1559
C -4.157 5.997 -2.077 -0.0644
C 2.756 -3.844 -6.203 -0.0361
C -5.614 3.170 2.904 -0.0651
C 1.916 -3.124 -5.175 -0.2647
C 0.220 0.171 2.532 -0.2687
C 0.884 -1.457 -3.093 -0.9616
C -3.969 -2.778 1.477 -0.0738
C 1.564 -3.688 -4.021 -0.0326
C -2.901 0.234 -0.291 -0.0339
C -1.933 1.140 4.056 -0.0637
C -3.212 -4.059 3.828 -0.0727
C 0.941 4.731 -0.363 -0.3809
C 2.746 1.035 0.847 -0.2111
C 2.556 -6.430 3.162 -0.0779
C 4.993 -2.712 3.082 -0.0905
C 5.275 -2.118 4.297 -0.0518
C -3.529 4.896 -1.516 -0.0288
C -4.615 -0.873 -2.302 -0.0272
C -0.973 3.778 1.745 -0.0702
C 3.386 -0.664 4.002 -0.0782
C -2.287 -3.316 3.114 -0.1122
C 4.456 -1.100 4.765 -0.0530
C -4.893 -3.533 2.192 -0.0702
C -4.894 2.692 0.651 -0.0035
C 3.785 -7.327 1.300 -0.0619
C 3.074 -7.521 2.473 -0.0642
C 0.413 5.711 -1.189 -0.0473
C 3.973 -6.043 0.803 -0.0747
C 2.482 6.307 0.570 -0.0329
C 0.709 -3.466 -1.640 -0.7570
C -3.978 -2.028 -2.398 -0.1214
C -4.823 4.637 -3.905 -0.0352
C -3.551 3.021 0.978 -0.1202
C -4.521 -4.163 3.369 -0.0751
C -4.834 5.867 -3.278 -0.0738
C 0.401 1.146 3.527 -0.1088
C 4.911 -3.147 -0.342 -0.3679
C -0.653 1.614 4.296 -0.0733
C -3.324 1.051 -1.443 -0.1175
C 2.736 -5.150 2.669 -0.1553
H 2.003 -6.580 4.080 0.1121
H 3.467 8.757 -0.753 0.0886
H -4.413 2.489 -5.230 0.1121
H 2.767 0.133 4.394 0.0867
H -0.475 2.350 5.071 0.1164
H -5.247 -4.739 3.928 0.1069
H -3.059 0.653 0.696 0.0979
H -4.354 0.273 -4.550 0.1176
H 2.192 -4.654 -6.668 0.0873
H 3.001 1.836 1.548 0.0386
H 2.319 -4.304 3.204 0.1097
H 1.574 -1.378 -6.473 0.1171
H -2.772 1.497 4.641 0.1134
H 6.089 -1.749 0.795 0.1013
H -1.206 -2.515 -1.199 0.0224
H 7.555 -2.668 -3.117 0.1115
H 4.195 -8.174 0.767 0.1110
H 3.293 6.536 1.252 0.1176
H 5.624 -4.166 -3.498 0.1082
H -6.409 3.210 3.637 0.1079
H 0.514 7.770 -1.755 0.1179
H 0.702 0.068 -4.700 0.1129
H 3.901 -4.423 -1.757 0.1011
H -4.268 -2.283 0.561 0.0919
H -2.991 5.055 -0.590 0.1136
H -4.115 3.878 4.245 0.1164
H 2.198 1.461 0.003 -0.0222
H 7.776 -1.456 -0.978 0.1109
H -3.150 -0.159 2.881 0.1188
H -5.698 -0.902 -2.228 0.1268
H -5.908 -3.625 1.826 0.1074
H -5.314 4.520 -4.864 0.1130
H 1.866 -4.700 -3.770 0.1187
H -6.904 2.499 1.306 0.1095
H 2.749 9.008 0.834 0.0814
H 0.023 4.106 2.020 0.1046
H 4.541 -5.900 -0.107 0.0947
H -1.263 -3.242 3.468 0.1050
H -0.396 -3.138 -3.439 0.1516
H -4.105 6.953 -1.571 0.1072
H 2.923 -8.523 2.854 0.1111
H 3.680 0.610 0.465 0.0403
H -0.383 5.462 -1.883 0.1165
H 5.606 -3.535 2.731 0.1217
H -1.811 2.431 -1.929 0.1055
H 3.646 -4.278 -5.747 0.0736
H -5.144 2.389 -0.355 0.1181
H 6.119 -2.458 4.884 0.1147
H 1.391 1.551 3.711 0.0935
H 4.655 -0.643 5.727 0.1138
H -2.915 -4.563 4.739 0.1071
H -4.487 -2.984 -2.407 0.1286
H 3.079 -3.168 -6.994 0.0768
H 2.395 4.232 1.133 0.0981
H -1.803 4.300 3.626 0.1237
H -5.343 6.710 -3.727 0.1065
H 1.845 9.430 -0.625 0.0779
```

=====

Entry 4:
C44H88O11 | ωB97M-V/def2-TZVPD

Summary:
Total charge: 0
E_LUMO: 0.1 eV
SMILES string: C1CCOC1.C1CCOC1.C1CCOC1.C1CCOC1.C1CCOC1.C1CCOC1.C1CCOC1.C1CCOC1.C1CCOC1.C1CCOC1.C1CCOC1
Orbital gap: 9.2 eV
E_tot: -69568.5604 eV

Geometry as XYZ:
```
143
Properties=species:S:1:pos:R:3:lowdin_charge:R:1
O -10.523 -16.774 7.630 -0.1305
O -16.530 -10.862 -0.478 -0.1226
O -15.882 -17.447 2.954 -0.1322
O -22.215 -10.826 2.562 -0.1295
O -19.311 -18.510 -2.396 -0.1590
O -19.777 -18.862 10.272 -0.1629
O -16.544 -8.683 8.484 -0.1392
O -10.470 -14.466 1.783 -0.1340
O -20.765 -21.809 3.133 -0.1643
O -14.284 -21.796 -2.353 -0.1022
O -14.804 -22.865 9.137 -0.1301
C -20.898 -22.960 5.197 -0.1962
C -13.952 -23.958 9.536 -0.2127
C -11.866 -15.449 9.070 -0.1699
C -20.564 -23.158 3.694 -0.1425
C -20.875 -11.253 2.325 -0.1978
C -15.784 -8.867 0.536 -0.1321
C -18.544 -19.090 10.979 -0.2093
C -15.948 -15.908 4.722 -0.1912
C -15.355 -23.219 7.864 -0.2200
C -15.539 -24.678 7.881 -0.1823
C -14.181 -21.004 -1.205 -0.2366
C -19.576 -18.677 -0.983 -0.1569
C -22.135 -9.975 3.643 -0.2629
C -20.324 -17.550 10.533 -0.1985
C -19.632 -17.208 -0.522 -0.2053
C -15.883 -10.574 7.637 -0.1921
C -12.905 -21.887 -2.745 -0.2020
C -15.292 -16.222 3.410 -0.1826
C -16.072 -9.107 7.250 -0.1985
C -17.438 -9.632 9.018 -0.2171
C -12.946 -21.472 -0.400 -0.1711
C -14.567 -25.185 8.937 -0.1665
C -17.115 -9.804 -1.254 -0.1950
C -16.325 -18.161 4.064 -0.2304
C -17.067 -10.940 8.401 -0.1999
C -11.332 -17.685 8.261 -0.2280
C -18.239 -17.782 11.642 -0.1694
C -19.061 -16.730 10.806 -0.1457
C -15.436 -10.293 0.080 -0.2833
C -20.138 -11.218 3.645 -0.1665
C -10.952 -15.454 7.848 -0.2008
C -9.066 -16.089 0.772 -0.1841
C -9.562 -15.572 2.078 -0.1744
C -21.120 -10.543 4.656 -0.1260
C -16.610 -17.150 5.115 -0.1982
C -21.487 -21.000 4.085 -0.2091
C -18.801 -16.422 -1.482 -0.1744
C -12.053 -22.019 -1.473 -0.1750
C -9.454 -14.972 -0.145 -0.2183
C -16.955 -8.535 -0.438 -0.1582
C -11.893 -16.894 9.473 -0.1618
C -20.970 -21.502 5.394 -0.2077
C -10.670 -14.399 0.391 -0.2562
C -19.097 -17.183 -2.813 -0.1961
H -19.286 -17.026 0.496 0.1082
H -20.486 -10.487 1.654 0.1132
H -17.774 -16.545 -1.138 0.1091
H -14.241 -16.430 3.610 0.1157
H -16.126 -8.983 1.564 0.1014
H -19.965 -21.087 5.470 0.1188
H -21.567 -21.212 6.258 0.1223
H -10.724 -13.356 0.079 0.1267
H -15.701 -11.120 6.712 0.1128
H -18.633 -17.902 12.651 0.1084
H -19.524 -23.475 3.619 0.1118
H -15.033 -21.097 -0.531 0.1177
H -20.715 -9.751 5.285 0.1050
H -21.914 -8.963 3.305 0.1165
H -21.301 -23.808 3.224 0.1115
H -9.549 -17.020 0.474 0.1127
H -23.143 -9.891 4.049 0.1192
H -16.929 -11.775 9.088 0.1194
H -10.729 -18.557 8.513 0.1186
H -7.992 -16.269 0.724 0.1159
H -15.000 -10.928 0.851 0.1254
H -19.362 -15.854 11.379 0.1031
H -11.188 -17.084 10.283 0.1084
H -18.492 -16.420 9.930 0.1085
H -16.798 -7.703 -1.123 0.1049
H -21.252 -19.937 4.016 0.1188
H -14.693 -22.780 7.117 0.1207
H -18.769 -19.180 -0.450 0.1128
H -22.535 -21.193 3.860 0.1201
H -14.968 -8.148 0.456 0.1069
H -17.892 -11.175 7.728 0.1123
H -20.663 -16.861 -0.590 0.1080
H -12.089 -18.076 7.581 0.1105
H -17.802 -19.323 10.215 0.1170
H -15.488 -18.811 4.319 0.1171
H -16.688 -15.108 4.698 0.1133
H -12.911 -23.855 9.230 0.1097
H -13.142 -22.173 0.411 0.1079
H -18.472 -9.383 8.777 0.1159
H -16.823 -8.782 6.530 0.1190
H -17.681 -17.005 5.253 0.1151
H -18.168 -9.966 -1.485 0.1179
H -11.754 -23.044 -1.251 0.1060
H -21.044 -17.627 11.348 0.1129
H -11.406 -14.862 9.865 0.1059
H -15.088 -25.647 9.776 0.1101
H -20.273 -23.491 5.915 0.1094
H -17.403 -9.758 10.100 0.1210
H -9.619 -15.171 -1.204 0.1238
H -15.162 -15.615 5.419 0.1118
H -19.191 -10.682 3.585 0.1011
H -11.110 -21.485 -1.590 0.1070
H -12.852 -15.018 8.896 0.1073
H -18.694 -19.878 11.718 0.1166
H -12.586 -21.092 -3.419 0.1133
H -17.140 -18.828 3.783 0.1234
H -19.859 -12.224 3.960 0.0998
H -12.837 -17.330 9.801 0.1076
H -16.317 -22.719 7.750 0.1189
H -11.533 -15.118 6.989 0.1130
H -16.257 -17.523 6.077 0.1151
H -11.558 -14.952 0.085 0.1236
H -20.095 -16.886 -3.134 0.1129
H -10.094 -14.797 7.989 0.1198
H -8.672 -14.219 -0.049 0.1230
H -19.006 -15.353 -1.548 0.1098
H -18.337 -17.064 -3.586 0.1173
H -13.853 -25.893 8.517 0.1127
H -14.999 -10.668 8.267 0.1238
H -12.733 -22.733 -3.412 0.1132
H -14.126 -19.933 -1.403 0.1170
H -16.637 -9.814 -2.234 0.1179
H -15.343 -15.397 2.700 0.1228
H -20.855 -12.222 1.826 0.1223
H -15.381 -25.129 6.901 0.1116
H -21.586 -11.358 5.209 0.1061
H -20.918 -17.155 9.709 0.1125
H -12.548 -20.570 0.065 0.1047
H -14.708 -10.222 -0.728 0.1148
H -17.185 -17.506 11.655 0.1070
H -15.191 -8.537 6.956 0.1232
H -8.750 -15.071 2.605 0.1225
H -16.574 -24.978 8.048 0.1115
H -13.815 -24.016 10.616 0.1161
H -21.890 -23.386 5.348 0.1070
H -17.842 -8.214 0.108 0.1012
H -20.547 -19.130 -0.783 0.1144
H -10.056 -16.391 2.599 0.1186
```